# 1
Density functional theory data (the ωB97M-V functional and the def2-TZVPD basis) for the molecule C7H16N2.

Geometry (Å):
H1 1.522593 -0.181785 -1.772718
H2 1.299057 2.191555 -1.239256
H3 0.106510 -0.385466 1.830698
C1 -1.552755 -1.700098 0.221786
H4 1.633655 0.497298 1.901591
N1 1.193651 2.031347 -0.242303
C2 2.070981 -1.394361 -0.158171
H5 2.119764 2.091999 0.168679
C3 1.413992 -0.378653 -0.709813
H6 -2.248538 -0.597476 -1.470271
N2 -1.775204 1.453220 0.081252
H7 -1.953996 1.063473 0.998748
C4 0.630117 0.694892 0.008880
H8 0.110257 1.377935 1.980130
H9 2.056928 -1.591291 0.900273
C5 0.611720 0.524646 1.528177
H10 -1.513504 2.431615 0.122451
H11 2.607189 -2.106919 -0.764395
C6 -1.297202 -0.782122 -0.965440
H12 -0.621317 -2.066777 0.646478
H13 -2.119285 -1.194664 1.001110
H14 -0.685780 -1.299499 -1.705653
H15 -2.138462 -2.559284 -0.101409
H16 -0.682499 1.177370 -1.622724
C7 -0.787871 0.703046 -0.638100

Forces on the atoms, in the same order (eV/Å):
-0.1 -0.2 -0.1
0.0 0.0 0.0
0.0 -0.1 0.1
0.1 0.1 -0.1
0.1 0.0 0.1
0.1 0.0 0.0
-0.3 0.1 -0.4
0.0 0.1 0.0
0.9 0.3 0.5
-0.1 -0.1 0.0
-0.5 0.0 -0.2
0.1 0.3 0.0
-0.2 0.0 -0.2
0.0 0.0 0.0
-0.1 0.0 0.2
-0.1 0.0 -0.4
0.0 -0.2 0.3
0.2 0.0 -0.1
-0.6 1.4 0.1
0.0 -0.1 0.1
-0.1 0.0 0.1
0.3 0.3 0.1
0.0 -0.1 0.0
0.1 0.0 0.1
0.3 -1.8 -0.3

Results
SMILES ... C=C[C@@](C)(N)[C@H](N)CC
2S+1 ... 1
E_HOMO ... -8.852 eV



# 2
Density functional theory data (the ωB97M-V functional and the def2-TZVPD basis) for a structure of composition C7H16N2.

Geometry (Å):
H1 2.007714 -1.750613 1.792639
H2 0.325619 2.453709 1.450506
C1 -0.278493 2.658625 0.574244
H3 -0.488727 -1.447604 2.397598
H4 1.386899 0.453963 -0.913894
C2 0.439146 0.073191 -0.538908
H5 0.915444 0.431036 1.505797
H6 -1.137027 -0.997724 -1.242023
H7 -1.571142 -0.269517 1.612814
H8 0.723996 -3.294723 0.545726
N1 1.483658 -2.808803 0.085755
H9 -2.380889 1.513616 -1.503525
H10 -0.041199 -0.549159 -2.413630
H11 1.257948 -2.663647 -0.892565
C3 -1.489836 2.147801 -1.474138
H12 -0.620583 3.692252 0.532019
N2 -0.162941 -0.817838 -1.447495
C4 -0.764782 -0.982182 1.449900
C5 0.433813 -0.288517 0.852035
H13 2.689221 -1.127207 0.265785
H14 -1.840724 3.185196 -1.412917
H15 -0.973609 2.010183 -2.429638
H16 -1.140256 -1.777397 0.806566
C6 1.819297 -1.588785 0.732399
C7 -0.592547 1.744146 -0.335049

Forces on the atoms, in the same order (eV/Å):
0.3 -0.2 0.0
0.3 -0.1 -0.1
0.2 -0.3 0.5
-0.1 0.1 0.1
-0.1 0.0 0.1
-3.0 4.3 -0.2
-0.2 0.2 -0.1
0.1 0.0 -0.1
-0.2 0.0 0.1
0.0 0.0 -0.1
0.2 -0.2 -0.1
0.0 0.0 -0.1
-0.2 0.1 0.1
-0.2 0.0 0.3
0.0 -0.5 -0.1
-0.3 -0.2 -0.1
0.0 -0.2 -0.2
0.2 0.2 -0.2
3.8 -4.2 0.5
-0.2 0.2 0.0
0.2 -0.1 0.1
-0.1 0.0 0.0
0.0 0.0 -0.1
-2.2 1.6 1.2
1.4 -0.7 -1.4

Results
2S+1 ... 1
E_HOMO ... -7.303 eV



# 3
Density functional theory data (the ωB97M-V functional and the def2-TZVPD basis) for a cluster of 2 separate species, C7H16N2O2 in total.

Geometry (Å):
H1 2.411983 -1.677354 1.284544
H2 -1.443568 1.016376 1.106496
H3 -2.355948 2.558284 -1.741298
H4 -0.577589 -2.473089 3.242423
H5 -2.174300 -2.249944 2.430865
H6 0.803241 2.287883 -0.359285
H7 0.482825 -1.436039 -1.011691
H8 1.227576 -0.974185 -2.605392
N1 2.580389 1.760134 -1.407955
H9 -0.515974 -0.974753 -2.495727
C1 1.256468 1.400325 -0.721470
C2 -1.430313 2.264263 -1.357562
C3 0.233579 0.602683 -1.575649
H10 -2.150923 -0.687756 0.783999
H11 -0.999386 -3.221806 1.644317
H12 2.975516 1.040553 -2.057755
H13 -1.987611 0.105823 2.468441
H14 1.569130 0.727298 0.182943
H15 2.304483 2.512527 -2.061658
O1 -0.954312 1.105880 -1.752087
C4 -0.450544 -0.973863 1.810777
O2 1.526437 -1.942218 1.699581
N2 0.760077 -0.814145 1.617443
H16 -0.831437 3.149117 -0.998443
C5 -1.605180 -0.047266 1.507401
C6 0.423040 -0.799820 -1.902207
C7 -1.077659 -2.258907 2.268948

Forces on the atoms, in the same order (eV/Å):
-1.9 -0.4 1.1
0.3 -1.7 0.2
-1.3 -0.3 -0.7
-0.5 -0.3 -0.5
0.7 0.7 0.1
0.0 0.8 0.4
0.1 -0.1 -0.2
0.5 -0.1 0.1
-1.2 0.5 -1.0
0.8 -0.7 0.6
1.7 -3.3 -0.3
1.0 2.1 1.1
2.3 2.1 1.9
-0.5 0.9 0.7
0.7 1.6 0.5
-0.9 0.4 1.1
-1.8 0.0 1.2
-0.9 1.3 -1.6
0.5 -0.4 0.4
-0.4 -0.1 -0.3
-2.7 -1.4 -0.5
2.1 -0.6 -0.4
1.5 2.0 -1.2
-0.1 -1.6 -0.4
2.0 1.7 -1.8
-1.9 -0.3 -1.2
0.2 -2.7 0.8

Results
2S+1 ... 1
E_HOMO (alpha / beta) ... -6.788 / -7.259 eV



# 4
Density functional theory data (the ωB97M-V functional and the def2-TZVPD basis) for the molecule C7H16N2O2.

Geometry (Å):
H1 -1.829788 -1.119585 2.788956
H2 -1.415179 0.103564 -0.258398
H3 -0.487050 -2.355780 2.460467
C1 0.087054 0.619146 -1.747022
C2 1.360067 -0.660288 1.390751
H4 2.223227 0.363337 -1.466085
C3 0.077439 -0.302624 2.158839
H5 0.310625 -0.054432 3.221433
N1 1.439645 -2.020390 -0.521523
H6 -1.410287 -1.623433 1.122850
H7 -0.607037 2.239810 0.511188
H8 1.695959 -1.645407 1.687761
C4 -1.232369 0.916089 -1.001534
O1 1.464798 -2.131773 -1.720362
H9 -0.431528 0.589412 1.734575
H10 0.327971 1.500996 -2.414564
H11 1.435332 1.209133 -0.161512
H12 -1.016213 3.050196 -1.003484
C5 -1.341339 2.267362 -0.286401
C6 -0.983379 -1.431227 2.125315
N2 1.113153 -0.818018 -0.017394
H13 -2.011401 0.817343 -1.759395
H14 -2.931784 1.995628 0.698838
H15 2.103897 0.071027 1.585990
O2 -2.648822 2.668319 0.061756
C7 1.319581 0.382149 -0.866299
H16 -0.076465 -0.308957 -2.349244

Forces on the atoms, in the same order (eV/Å):
0.7 -0.6 -0.4
0.1 0.4 -0.5
-0.6 0.1 0.1
0.1 0.5 -0.5
-1.6 -0.9 0.6
0.2 -0.6 -0.1
-0.9 0.1 0.0
0.0 -0.2 -0.7
-0.4 -0.5 0.8
0.4 0.2 0.4
-0.2 0.4 0.7
0.3 -0.1 0.5
-0.2 -0.7 0.2
0.1 0.6 -0.1
0.7 -0.2 0.2
-0.3 -1.0 0.4
0.0 0.0 -0.1
0.1 -0.3 0.4
0.9 0.5 -2.2
0.0 0.4 0.3
1.3 0.9 -1.6
-0.2 0.2 0.1
-0.4 0.3 -0.1
0.9 0.6 0.0
0.2 -1.0 0.8
-1.5 0.2 0.5
0.2 1.0 0.2

Results
SMILES ... CCCN(CCCCO)N=O
2S+1 ... 1
E_HOMO ... -9.180 eV



# 5
Density functional theory data (the ωB97M-V functional and the def2-TZVPD basis) for the ion C7H16N3 with charge +1.

Geometry (Å):
H1 -1.731541 -1.808127 1.387912
H2 -2.256773 -0.783022 -1.594925
H3 -3.093338 0.678220 -1.143370
H4 -0.973681 1.957076 -1.187441
H5 -2.134803 -0.379473 2.208827
N1 0.270299 0.445876 -1.478236
C1 -0.098528 -0.086722 0.001959
C2 1.476891 1.276222 -1.474216
C3 -2.087620 0.209131 -1.163596
C4 2.097392 -1.040344 0.219536
H6 0.173962 0.407673 2.650839
C5 -2.105248 -0.832066 1.160915
H7 1.168946 2.337354 -1.432754
H8 0.621827 -1.430510 2.484851
N2 -1.389447 -0.078421 0.179809
N3 0.933884 -0.336133 0.772021
H9 2.264249 -0.812258 -0.865726
H10 2.116937 1.332219 -0.535440
H11 2.084809 1.097181 -2.327483
H12 3.101079 -0.921482 0.807461
C6 0.878720 -0.368074 2.232093
H13 1.779302 -2.085116 0.209889
C7 -0.981881 1.095079 -1.783859
H14 1.978663 -0.201312 2.591799
H15 -3.103840 -0.966942 0.989247
H16 -0.990258 1.293972 -2.910113

Forces on the atoms, in the same order (eV/Å):
0.7 -0.7 -0.5
0.4 0.2 -0.4
0.9 0.1 0.7
-0.5 2.0 0.3
0.4 0.1 -1.4
-0.4 -2.9 4.8
2.2 2.0 -4.4
-0.3 2.1 1.7
0.9 0.0 0.0
1.4 -0.7 -1.0
0.8 -1.0 -0.5
1.5 0.5 3.9
-0.1 -0.2 -0.7
0.0 1.1 0.5
-1.1 0.3 -1.1
0.3 0.4 0.7
-0.1 0.0 1.3
-0.9 -1.0 -1.1
0.5 -0.2 -0.7
-2.2 0.1 -0.9
1.0 -0.6 0.9
0.6 -0.2 0.3
-0.4 -1.0 -2.3
-2.2 0.0 -0.5
-2.5 0.0 -1.3
-0.6 -0.2 1.7

Results
Net charge ... +1
SMILES ... CN1CCN(C)C1=[N+](C)C
2S+1 ... 1
E_HOMO ... -13.319 eV



# 6
Density functional theory data (the ωB97M-V functional and the def2-TZVPD basis) for the ion C7H16N3OS with charge +1.

Geometry (Å):
S1 1.764819 -1.784434 -1.948271
N1 0.932171 0.393548 1.198556
C1 -1.293561 1.480565 -0.523090
N2 0.168837 1.480041 -0.650280
H1 1.404309 1.677958 2.769486
H2 0.561685 1.844170 -1.591288
H3 2.758069 -0.947057 1.362920
H4 1.880158 0.373357 -0.518881
C2 -2.030388 0.300636 -1.225101
H5 1.470001 -0.902845 2.847874
C3 0.830356 0.297080 -0.277896
C4 -1.860091 -1.030272 -0.490554
H6 -1.763655 0.093197 -2.228237
H7 2.368543 1.799973 1.237591
H8 -2.726671 -1.653675 -0.922082
H9 0.603800 2.355107 1.339925
H10 -0.002022 0.403176 1.536682
H11 -3.178701 0.483227 -1.298883
H12 1.192148 -1.783400 1.268868
C5 0.561372 -1.163945 -1.000827
O1 -0.853803 -2.826393 -1.600996
C6 1.385036 1.705314 1.630900
H13 0.090009 -3.018678 -1.888474
H14 -2.061695 -0.921357 0.522864
N3 -0.627720 -1.710062 -0.808312
H15 -1.480639 1.417969 0.583037
H16 -1.789169 2.483744 -1.005494
C7 1.696806 -0.846943 1.679962

Forces on the atoms, in the same order (eV/Å):
-0.2 0.1 0.4
0.3 -3.2 0.0
-1.5 1.3 -1.6
0.0 1.0 -3.7
0.2 0.0 -1.4
-1.3 -0.8 2.1
-0.7 0.9 0.4
0.3 0.3 -0.6
-1.8 0.3 1.5
1.2 0.2 -2.5
1.3 -0.6 -1.3
-2.3 -0.4 -2.8
0.7 0.4 -1.2
0.7 1.0 -0.3
1.7 0.4 0.9
0.1 1.2 -0.5
-1.1 -1.0 0.7
2.0 0.0 0.5
0.4 1.5 0.4
0.1 2.3 1.4
0.5 -0.2 0.3
0.6 -0.8 2.9
-0.8 -0.3 -0.2
0.0 -0.1 2.1
0.2 -0.6 -0.7
-0.5 0.4 -0.9
1.6 -2.2 1.6
-1.9 -1.3 2.6

Results
Net charge ... +1
SMILES ... C[NH+](C)[C@@H]1NCCCN(O)C1=S
2S+1 ... 1
E_HOMO ... -12.438 eV



# 7
Density functional theory data (the ωB97M-V functional and the def2-TZVPD basis) for a structure of composition C7H16N4.

Geometry (Å):
H1 -3.605028 0.364924 0.423270
H2 2.788682 0.007049 1.158735
C1 1.433653 0.275327 -1.299819
C2 1.951508 0.699415 1.147343
H3 2.122637 -2.307268 0.479710
H4 -3.070283 1.283345 -0.996161
H5 -2.841288 1.925167 0.652570
N1 -2.208169 -1.948152 0.127004
N2 -1.528713 0.363472 0.118179
H6 -1.849110 -2.900294 0.169901
C3 -0.352108 1.055936 0.167437
H7 0.589618 2.826658 0.263656
C4 -1.398771 -0.961872 0.146457
H8 0.603739 -3.170063 0.506123
H9 1.544895 0.747572 2.153319
C5 1.103697 -2.302100 0.078419
H10 0.732772 -0.149832 -2.012624
H11 1.166347 -2.394296 -1.010702
N3 0.499039 -1.123265 0.565632
H12 -1.119224 2.950706 0.084873
H13 -3.225355 -1.855213 0.103033
H14 2.369181 -0.273845 -1.353871
N4 -0.303608 2.351991 0.167499
C6 0.889979 0.194966 0.149261
H15 2.339581 1.671335 0.857505
C7 -2.829221 1.024765 0.037727
H16 1.640656 1.300809 -1.585557

Forces on the atoms, in the same order (eV/Å):
0.1 0.0 0.0
0.1 0.0 -0.1
-0.1 0.0 0.2
-0.3 0.0 0.1
0.0 -0.1 0.0
0.1 0.0 0.1
0.0 -0.1 0.1
-0.6 0.3 0.0
-0.6 0.3 0.0
0.1 0.1 0.0
0.5 -0.2 0.1
0.0 -0.1 0.0
5.8 -0.9 1.0
0.1 0.0 0.0
0.0 0.0 0.1
0.4 -0.7 -0.8
-0.1 -0.1 -0.1
0.0 0.0 0.1
-5.6 0.8 0.2
0.1 -0.1 0.0
0.2 0.0 0.0
0.1 -0.1 0.0
-0.2 -0.3 0.0
0.7 0.5 -0.6
0.1 0.1 -0.1
-0.7 0.4 -0.2
0.0 0.2 0.0

Results
Net charge ... +2
2S+1 ... 1
E_HOMO (alpha / beta) ... -17.507 / -17.507 eV



# 8
Density functional theory data (the ωB97M-V functional and the def2-TZVPD basis) for the ion C7H16NO with charge +1.

Geometry (Å):
H1 2.433569 -0.310784 1.701398
H2 2.707160 0.068164 0.211569
C1 0.377776 -0.691950 -0.362848
H3 -0.991109 1.322745 1.909272
C2 -1.302871 -0.167310 -1.975416
H4 -1.624263 -0.220620 0.258520
C3 -1.515071 -2.230726 -0.603242
H5 -2.568906 -2.501399 -0.998414
H6 1.240442 1.780905 -1.061730
H7 -0.537516 -0.393121 1.833171
H8 -0.729789 -2.770388 -1.155879
O1 1.260731 -1.254572 -0.867050
H9 -1.419260 -2.676408 0.453668
C4 -0.154665 0.677407 1.952996
H10 2.828264 1.245458 1.494452
C5 0.767696 1.959093 -0.047875
H11 0.420379 0.748225 2.875321
N1 2.283023 0.446794 1.094793
H12 -0.567102 0.707068 -2.109279
H13 -2.237869 0.322809 -2.124918
H14 -0.272924 2.191059 -0.391477
H15 -1.195260 -0.996004 -2.679289
H16 1.097497 2.844752 0.408158
C6 -1.123665 -0.753629 -0.545561
C7 0.823730 0.652429 0.729659

Forces on the atoms, in the same order (eV/Å):
-0.1 -1.4 1.5
0.0 0.7 0.4
-1.1 4.1 3.2
-0.4 0.9 -0.2
1.4 1.6 0.5
-0.1 0.1 -0.4
-0.7 -1.7 1.7
1.8 0.8 0.6
0.1 0.6 1.1
0.0 1.4 1.3
-0.6 0.1 -0.2
1.8 -1.5 -1.1
-0.4 0.5 -1.4
1.9 -3.8 -0.9
-0.8 -0.4 -0.8
-1.3 -1.6 -3.3
-0.4 0.2 0.2
0.2 0.3 -1.6
-0.8 -1.6 -0.4
-1.0 0.0 0.1
0.6 -0.4 0.7
0.3 0.5 -0.1
0.9 1.0 0.9
0.2 -1.0 -1.3
-1.6 0.7 -0.5

Results
Net charge ... +1
SMILES ... CC(C)C(=O)C(C)(C)[NH3+]
2S+1 ... 1
E_HOMO ... -13.696 eV



# 9
Density functional theory data (the ωB97M-V functional and the def2-TZVPD basis) for a cluster of 2 separate species, C7H16NO in total.

Geometry (Å):
H1 0.608452 3.048396 0.243930
H2 1.129868 1.569115 -0.130469
C1 1.132939 -1.954925 -0.597752
H3 -1.560721 2.729159 -0.515379
C2 -1.270938 0.763507 0.266904
H4 0.827472 -2.531630 1.985626
H5 -0.854902 0.817417 1.279917
H6 -0.657701 -1.515768 2.352523
H7 -1.121783 1.622664 -1.692242
H8 0.698820 -2.442677 -1.461092
H9 1.945885 -2.584591 -0.241187
H10 0.821810 2.734412 -1.396632
H11 -1.828540 -2.332630 -1.252718
H12 1.630575 -1.084889 -1.016649
H13 -2.875162 -0.824830 -1.285621
C3 0.052923 -1.500488 0.357038
C4 -0.903067 1.905076 -0.662431
C5 0.070611 -1.865642 1.638387
O1 2.191096 0.818061 0.820727
C6 -1.910174 -1.278384 -1.027617
H14 1.862573 0.096629 1.360028
H15 2.830796 1.307622 1.334022
N1 0.519624 2.366845 -0.511037
H16 -2.347473 0.781648 0.444872
C7 -0.992971 -0.644086 -0.293142

Forces on the atoms, in the same order (eV/Å):
-0.2 0.3 -0.4
0.0 0.5 -0.6
0.1 0.2 -0.4
-0.2 0.9 0.5
-0.3 -1.1 0.0
0.4 -0.3 0.3
0.3 0.4 -0.3
-0.2 -0.1 0.1
0.6 -0.2 -0.1
-0.2 -0.2 -0.2
-0.3 -0.1 0.6
0.6 0.3 -0.2
0.2 0.0 -0.1
0.1 0.3 -0.1
0.5 0.0 -0.2
1.2 -0.2 -0.5
-0.5 -0.4 0.1
-0.4 0.8 -0.4
-0.1 0.1 -0.4
-0.4 0.4 0.2
-0.2 -0.5 0.3
0.4 0.1 0.3
-0.5 -1.1 0.7
0.0 0.3 -0.2
-0.9 -0.5 1.2

Results
Net charge ... +1
2S+1 ... 1
E_HOMO ... -12.547 eV



DFT total energy: -10498.159, -10495.682, -14587.104, -14591.135, -11980.433, -24861.354, -13460.852, -11048.268, -11048.595 (eV)
Strongest force on any atom: 1.89, 5.71, 3.71, 2.43, 5.64, 3.89, 5.97, 5.30, 1.55 (eV/Å)
Relative energy (zero: lowest compared OMol25 entry of this formula, charge and spin): 25.3, 82.4, 159.4, 66.4, 68.4, 83.4, 43.5, 36.4, 28.9 (kcal/mol)